A:
8
Properties=species:S:1:pos:R:3 method="wB97M-V/def2-TZVPD" e_lumo_ev=0.608 homo_ev=-10.3 spin_multiplicity=1 smiles="OOC(F)=C(F)F" orbital_gap_ev=10.93
O 0.263 -0.646 -1.914
O -0.704 -0.925 -0.966
C -0.200 -0.577 0.650
F -0.192 -1.584 1.492
C 0.061 0.698 0.904
F 0.600 1.181 1.991
F 0.235 1.604 -0.008
H -0.064 0.249 -2.149

=====

B:
8
Properties=species:S:1:pos:R:3 method="wB97M-V/def2-TZVPD" e_lumo_ev=0.185 homo_ev=-9.7 spin_multiplicity=1 orbital_gap_ev=9.90
C 1.156 -0.035 0.043
C -1.548 0.511 -0.715
O 0.237 -0.084 -0.729
O 1.204 0.041 1.326
F 2.396 0.074 -0.458
F -1.938 -0.315 -1.693
F -1.912 -0.124 0.372
H 0.404 -0.067 1.853

=====

Computed relative energies in units of hartree: A 0.1274; B 0.0000